1.
Here is a structure of composition C17H41AlNO9S2 from the Open Molecules 2025 dataset. Energies are from ωB97M-V/def2-TZVPD.

Output
- LUMO level (eV) = 2.2
- net charge = -1
- max |F| (eV/A) = 0.76
- highest occupied orbital energy (eV) = -4.186

XYZ file:
```
71
Properties=species:S:1:pos:R:3:forces:R:3:lowdin_charge:R:1
C 0.636 -3.753 1.391 0.0 0.6 0.1 -0.1156
C 0.573 -2.993 2.716 -0.3 -0.2 0.2 -0.2656
C -0.614 -2.042 2.804 0.0 -0.1 -0.5 -0.2351
C -0.561 -0.916 1.770 0.2 0.5 0.5 -0.3528
N 0.014 0.323 2.314 -0.1 0.2 -0.6 -0.1016
Al 0.459 1.564 0.958 0.2 -0.2 0.1 0.3153
C -0.410 3.409 1.237 0.0 -0.3 -0.7 -0.2112
C -0.469 4.053 -0.098 -0.4 0.2 0.2 -0.4092
O -1.415 4.688 -0.545 0.2 -0.3 0.0 -0.0415
C 2.480 1.717 0.725 -0.4 0.0 -0.3 -0.2380
O 2.968 0.615 -0.093 0.0 -0.3 0.2 -0.2526
C 2.880 0.849 -1.470 0.0 0.0 0.2 -0.2481
C 2.993 -0.489 -2.184 0.4 0.1 -0.3 -0.1842
O 2.246 -0.540 -3.384 0.2 0.0 0.0 -0.1493
C 1.032 -1.251 -3.341 -0.4 0.0 -0.3 -0.2825
C -0.123 -0.372 -3.774 -0.2 -0.2 0.4 -0.0791
H 1.219 -4.662 1.492 0.1 -0.2 -0.1 0.0573
H -0.370 -3.987 1.053 -0.2 -0.3 0.0 0.0693
H 1.079 -3.133 0.617 0.2 0.0 -0.2 0.0532
H 1.490 -2.439 2.895 0.2 0.1 0.0 0.1052
H 0.475 -3.730 3.514 0.1 0.0 0.2 0.0919
H -0.684 -1.610 3.797 0.0 0.1 0.2 0.0912
H -1.526 -2.625 2.664 -0.1 -0.2 0.0 0.0869
H 0.063 -1.200 0.928 0.1 -0.2 -0.2 0.0675
H -1.556 -0.748 1.345 -0.2 -0.1 -0.1 0.0897
H -0.633 0.700 2.995 0.0 0.0 0.2 0.0259
H -0.130 1.011 -0.450 -0.1 -0.1 -0.2 -0.0138
H 0.201 4.003 1.914 0.2 0.1 0.1 0.0511
H -1.435 3.347 1.595 -0.1 0.2 0.3 0.0463
H 0.399 3.892 -0.768 0.2 0.1 0.1 0.0948
H 2.836 2.650 0.272 0.1 0.2 0.0 0.0459
H 3.000 1.610 1.675 0.1 0.0 0.2 0.0441
H 1.942 1.319 -1.764 -0.3 0.1 0.1 0.0952
H 3.689 1.522 -1.771 0.1 0.2 -0.2 0.1186
H 4.030 -0.664 -2.468 0.2 -0.1 0.0 0.1144
H 2.715 -1.278 -1.490 -0.2 -0.1 0.1 0.1139
H 0.827 -1.662 -2.354 0.1 0.1 0.3 0.1086
H 1.109 -2.105 -4.022 0.1 -0.1 -0.1 0.1067
H -1.054 -0.934 -3.713 -0.1 -0.2 -0.1 0.0698
H 0.001 -0.020 -4.789 0.1 0.2 -0.2 0.0503
H -0.219 0.457 -3.079 0.0 0.3 -0.1 0.0593
O 2.755 3.765 -4.563 0.0 0.0 0.1 -0.2675
S 1.754 3.429 -5.527 0.2 -0.1 -0.1 0.5658
O 1.126 2.149 -5.493 -0.1 0.0 0.0 -0.2641
O 2.377 3.655 -6.982 -0.2 0.1 -0.1 -0.2688
C 3.628 2.991 -7.253 0.4 -0.2 -0.1 -0.2595
C 3.477 1.497 -7.467 -0.2 0.0 0.1 -0.0718
C 0.530 4.682 -5.592 -0.1 0.1 0.0 -0.1195
H 4.331 3.208 -6.447 -0.1 0.0 0.1 0.1127
H 4.002 3.471 -8.156 -0.1 0.1 0.0 0.1160
H 3.154 0.995 -6.556 0.0 0.0 0.0 0.0711
H 4.433 1.072 -7.772 0.0 0.1 0.0 0.0786
H 2.735 1.296 -8.239 0.0 0.0 0.0 0.0821
H 1.019 5.650 -5.652 0.0 0.0 0.0 0.0727
H -0.046 4.603 -4.671 0.0 0.0 0.0 0.0836
H -0.104 4.503 -6.457 0.0 0.0 0.0 0.0729
O -2.967 -2.756 5.002 0.2 -0.1 0.1 -0.2660
S -3.945 -2.025 5.740 -0.2 0.0 -0.1 0.5646
O -3.541 -1.116 6.766 0.1 0.1 0.1 -0.2720
O -4.998 -3.060 6.346 -0.1 0.1 0.1 -0.2674
C -4.470 -4.153 7.125 0.1 -0.3 0.2 -0.2567
C -4.010 -3.732 8.507 0.0 0.2 -0.1 -0.0756
C -5.038 -1.206 4.635 0.0 0.0 0.0 -0.1169
H -3.668 -4.636 6.565 0.0 0.1 -0.1 0.1137
H -5.295 -4.858 7.198 -0.1 0.1 -0.1 0.1180
H -3.152 -3.065 8.455 0.0 0.0 0.0 0.0710
H -3.726 -4.613 9.083 0.0 0.0 0.0 0.0786
H -4.808 -3.207 9.032 0.0 0.0 0.0 0.0824
H -5.362 -1.909 3.874 0.0 0.0 0.0 0.0755
H -4.470 -0.394 4.187 0.0 0.0 0.0 0.0812
H -5.879 -0.815 5.200 0.0 0.0 0.0 0.0729
```
Positions in Å, forces in eV/Å.

=====

2.
Here is a structure of composition C17H41BrN6O10P4SiV at a distorted geometry from the Open Molecules 2025 dataset. Energies are from ωB97M-V/def2-TZVPD.

Output
- LUMO level (spin up / spin down) (eV) = 2.2 / 2.2
- net charge = -1
- max |F| (eV/A) = 1.60
- ⟨S²⟩ = 2.011
- highest occupied orbital energy (spin up / spin down) (eV) = -4.905 / -4.934
- spin multiplicity = 3
- energy relative to the best compared isomer or geometry (same formula, charge and spin) (eV) = 2.4347

XYZ file:
```
81
Properties=species:S:1:pos:R:3:forces:R:3:lowdin_spin:R:1
V -0.808 1.852 0.864 1.4 -0.6 -0.5 1.9110
C 1.358 -4.161 2.081 0.2 0.1 -0.1 0.0000
N 2.364 -3.347 1.388 -0.2 -0.2 0.0 0.0000
C 3.156 -4.098 0.429 0.0 0.0 0.1 0.0000
P 1.999 -1.731 1.162 0.0 -0.1 -0.3 0.0001
O 0.663 -1.393 1.647 0.1 0.1 0.1 0.0006
O 2.222 -1.591 -0.442 -0.2 0.2 0.2 0.0000
P 1.505 -0.527 -1.461 0.0 -0.1 -0.3 0.0000
O 0.513 0.391 -0.897 0.1 -0.3 0.5 0.0001
N 0.818 -1.554 -2.570 -0.4 -0.1 0.1 0.0000
C -0.501 -2.088 -2.192 0.3 0.0 0.0 0.0001
C 1.662 -2.534 -3.230 0.0 0.1 0.0 0.0000
N 2.785 0.204 -2.198 0.2 0.0 0.3 0.0000
C 2.742 1.665 -2.333 -0.1 -0.1 -0.2 0.0005
C 4.137 -0.336 -2.163 -0.2 0.1 -0.1 0.0000
N 3.223 -0.796 1.749 0.0 0.1 0.2 0.0000
C 3.064 -0.258 3.104 0.0 0.0 -0.1 0.0000
C 4.596 -1.142 1.417 -0.1 0.0 0.1 0.0000
H 1.859 -4.913 2.697 0.0 0.0 0.0 0.0000
H 0.697 -4.675 1.372 0.0 0.0 0.0 0.0000
H 0.745 -3.531 2.720 0.0 0.0 0.0 0.0000
H 3.685 -4.903 0.943 0.0 0.0 0.0 0.0000
H 3.892 -3.462 -0.058 0.0 0.0 0.0 0.0000
H 2.529 -4.548 -0.352 0.0 0.0 0.0 0.0000
H -1.076 -1.328 -1.676 0.0 0.1 0.0 0.0001
H -0.417 -2.968 -1.539 0.0 0.0 0.0 0.0000
H -1.041 -2.376 -3.097 0.0 0.0 0.0 0.0000
H 2.588 -2.068 -3.569 -0.1 0.0 0.0 0.0000
H 1.136 -2.920 -4.105 0.0 0.0 0.0 0.0000
H 1.907 -3.383 -2.575 0.0 0.0 0.0 0.0000
H 1.714 2.018 -2.299 0.0 0.0 0.0 0.0003
H 3.196 1.950 -3.286 0.0 0.0 0.0 0.0000
H 3.269 2.155 -1.511 0.0 0.0 0.0 -0.0001
H 4.129 -1.404 -1.969 0.0 -0.1 0.0 0.0000
H 4.738 0.154 -1.390 0.0 0.0 0.0 0.0000
H 4.620 -0.167 -3.130 0.0 0.0 0.0 0.0000
H 2.022 -0.010 3.280 -0.1 0.0 0.0 0.0000
H 3.649 0.659 3.187 0.0 0.0 0.0 0.0000
H 3.406 -0.972 3.865 0.0 0.0 0.0 0.0000
H 4.677 -1.439 0.373 0.0 0.0 0.0 0.0000
H 4.980 -1.956 2.046 0.0 0.0 0.0 0.0000
H 5.225 -0.264 1.572 0.0 0.0 0.0 0.0000
O -0.700 0.176 4.555 -0.1 0.1 0.3 0.0005
P -0.933 1.633 3.880 0.0 -0.1 0.5 0.0032
O -0.899 2.672 4.920 0.1 0.0 0.0 -0.0002
O -0.003 1.686 2.679 -0.4 -0.6 0.4 0.0188
O -2.468 1.436 3.306 0.3 0.5 -0.2 0.0049
P -3.115 2.602 2.357 -0.6 0.4 0.6 0.0031
O -3.488 3.758 3.409 -0.2 -0.1 0.0 -0.0003
O -4.311 2.107 1.657 0.1 -0.1 0.1 -0.0003
O -1.934 3.198 1.577 -0.9 0.1 0.6 0.0198
H -0.917 0.269 5.498 0.1 0.0 -0.4 0.0001
H -4.262 3.485 3.923 0.2 0.1 -0.2 -0.0001
C -2.498 -1.557 2.351 0.0 0.1 -0.1 0.0006
C -2.819 -0.971 1.005 0.2 0.0 0.1 0.0040
C -3.691 -1.636 0.154 0.0 0.0 -0.1 -0.0015
C -3.941 -1.104 -1.109 0.0 0.0 0.1 0.0051
C -3.335 0.069 -1.497 0.0 0.1 0.0 -0.0002
C -2.494 0.727 -0.576 0.0 -0.1 -0.2 0.0109
N -2.245 0.180 0.645 0.1 0.0 -0.3 -0.0006
N -1.811 1.887 -0.772 -1.0 -0.3 -0.8 -0.0166
Si -2.332 3.106 -1.897 0.0 0.1 0.0 -0.0010
C -1.674 4.777 -1.421 0.1 0.1 0.1 0.0002
C -1.750 2.697 -3.637 0.1 0.0 -0.2 0.0001
C -4.208 3.204 -1.887 -0.2 -0.1 0.1 -0.0005
H -3.374 -1.496 3.001 0.0 0.0 0.0 0.0003
H -1.677 -1.033 2.825 0.0 -0.1 0.0 0.0001
H -2.233 -2.611 2.236 0.0 0.0 0.0 0.0002
H -4.159 -2.555 0.484 0.0 0.0 0.0 -0.0002
H -4.605 -1.623 -1.794 0.0 0.0 0.0 0.0004
H -3.485 0.488 -2.483 0.0 0.0 0.1 -0.0002
H -0.610 4.880 -1.645 -0.1 0.0 0.0 0.0005
H -1.792 4.915 -0.342 0.0 0.0 -0.1 0.0000
H -2.234 5.565 -1.942 0.1 -0.1 0.0 0.0000
H -0.673 2.483 -3.642 -0.1 0.0 0.0 0.0000
H -1.934 3.547 -4.308 0.0 -0.1 0.1 0.0000
H -2.268 1.824 -4.052 0.1 0.1 0.0 0.0000
H -4.570 2.925 -0.888 0.0 0.1 -0.1 0.0000
H -4.679 2.539 -2.618 0.0 0.1 0.1 0.0000
H -4.539 4.227 -2.099 0.0 -0.1 0.0 -0.0001
Br 1.033 3.322 0.291 0.7 0.7 -0.2 0.0360
```
Positions in Å, forces in eV/Å.

=====

3.
Here is a structure of composition C17H41N5O6P2Re at a distorted geometry from the Open Molecules 2025 dataset. Energies are from ωB97M-V/def2-TZVPD.

Output
- LUMO level (spin up / spin down) (eV) = -15.6 / -15.2
- net charge = +4
- max |F| (eV/A) = 4.88
- ⟨S²⟩ = 3.775
- highest occupied orbital energy (spin up / spin down) (eV) = -21.012 / -21.011
- spin multiplicity = 4
- energy relative to the best compared isomer or geometry (same formula, charge and spin) (eV) = 0.0000

XYZ file:
```
72
Properties=species:S:1:pos:R:3:forces:R:3:lowdin_spin:R:1
Re -0.710 0.683 1.426 2.1 0.3 -1.1 2.5615
C -5.348 1.828 1.971 -0.5 -0.9 -1.0 0.0055
N -4.413 2.092 3.041 2.3 -0.6 0.9 0.0377
C -4.956 2.749 4.245 -1.0 0.9 0.0 0.0028
C -3.121 1.777 2.960 -1.5 1.5 -0.8 0.0081
N -2.523 1.476 1.770 1.5 -1.1 0.8 0.0559
N -2.296 1.962 4.065 -0.6 0.5 -0.4 -0.0063
C -1.156 1.266 4.289 -0.5 0.9 4.0 0.0176
N -0.665 1.356 5.531 -0.6 0.6 -0.5 0.0110
N -0.661 0.447 3.402 0.7 -1.5 -2.1 0.0265
H -6.127 1.107 2.329 0.8 0.3 -0.4 0.0024
H -4.805 1.462 1.072 -0.9 0.0 0.7 0.0007
H -5.881 2.727 1.708 0.0 0.5 -0.1 0.0011
H -6.028 2.995 4.038 1.0 -0.2 0.2 0.0000
H -4.429 3.706 4.407 -0.2 -0.3 -0.1 0.0013
H -4.940 2.152 5.156 0.2 -0.3 -0.2 0.0012
H -3.067 1.632 0.956 -0.8 0.2 -0.7 0.0117
H -2.629 2.613 4.786 0.1 -0.4 -0.3 0.0000
H -1.100 2.007 6.209 0.4 -0.7 -0.4 0.0003
H 0.177 0.887 5.861 -0.1 0.1 -0.3 0.0004
H -0.162 -0.351 3.802 0.2 0.2 -0.1 0.0116
C 2.821 -3.831 0.204 1.4 1.5 -0.2 0.0001
C 3.114 -2.433 0.888 -0.1 -1.0 -0.4 0.0004
C 3.023 -2.358 2.392 0.3 -0.8 0.1 0.0002
O 1.997 -1.528 0.350 -0.2 1.2 -0.5 0.0094
P 2.096 -0.025 -0.041 4.7 -0.7 1.2 0.0109
O 1.277 0.812 0.983 -3.3 0.1 0.9 0.0589
C 1.526 0.134 -1.697 0.1 -0.3 -1.5 0.0054
P -0.222 -0.355 -1.726 0.1 -1.2 -2.9 0.0166
O -0.870 0.447 -0.557 -1.0 0.1 1.9 0.1383
O -0.293 -1.900 -1.526 -0.2 1.7 0.3 0.0059
C -1.259 -3.016 -2.042 0.4 -0.5 -1.0 0.0002
C -2.678 -2.522 -2.104 -0.2 0.8 0.3 0.0001
C -0.623 -3.474 -3.351 0.6 0.7 -1.1 0.0003
O -0.683 0.123 -3.118 0.0 -0.6 1.7 0.0004
C -1.555 1.125 -3.864 -0.2 -0.2 -0.8 0.0000
C -2.092 2.210 -2.971 0.4 0.7 0.0 0.0006
C -0.647 1.629 -4.968 -0.4 -1.4 -1.3 0.0000
O 3.557 0.556 0.221 -3.1 -1.0 0.0 -0.0004
C 4.565 0.694 -0.817 -0.1 1.6 -1.8 -0.0002
C 5.395 -0.517 -0.898 0.9 -0.2 1.0 -0.0001
C 5.396 1.877 -0.394 0.2 1.1 0.9 0.0000
H 3.281 -4.603 0.826 -0.3 0.0 0.0 0.0000
H 3.360 -3.880 -0.792 -0.9 0.1 1.0 0.0000
H 1.741 -3.950 0.092 0.3 -0.2 0.1 0.0000
H 4.053 -2.001 0.560 -0.1 0.0 -0.2 0.0001
H 2.111 -2.917 2.665 0.6 0.0 0.5 0.0000
H 2.945 -1.340 2.758 -0.1 0.4 -0.2 0.0000
H 3.987 -2.724 2.857 -1.3 -0.2 -0.5 0.0000
H 2.074 -0.577 -2.418 -0.6 0.8 1.2 0.0013
H 1.639 1.169 -2.138 -0.3 -0.9 0.7 0.0001
H -1.137 -3.798 -1.298 0.1 0.2 0.3 0.0000
H -2.723 -1.466 -2.452 -0.1 -0.8 -0.3 0.0000
H -3.151 -2.514 -1.107 0.1 -0.3 -0.4 0.0000
H -3.234 -3.179 -2.792 0.0 0.4 0.3 0.0000
H -0.498 -2.579 -4.046 0.1 -1.1 0.9 0.0000
H -1.210 -4.185 -3.964 -0.1 0.3 0.8 0.0001
H 0.355 -3.984 -3.164 -0.7 0.7 -0.2 0.0000
H -2.345 0.473 -4.271 0.3 0.3 0.2 0.0000
H -1.242 2.904 -2.709 -1.0 -0.5 0.0 0.0000
H -2.601 1.811 -2.087 0.2 0.1 0.0 0.0002
H -2.868 2.774 -3.537 0.7 -0.3 0.3 0.0001
H 0.288 2.011 -4.593 0.2 0.6 0.3 0.0000
H -1.207 2.384 -5.555 0.5 -0.4 0.2 0.0000
H -0.353 0.764 -5.651 -0.6 1.2 0.7 0.0000
H 4.012 0.930 -1.760 0.5 -0.2 0.5 0.0000
H 5.755 -0.615 0.153 0.1 -0.6 -0.8 0.0000
H 6.253 -0.284 -1.529 0.0 -0.3 0.0 0.0000
H 4.895 -1.411 -1.256 0.0 -0.1 -0.1 0.0000
H 5.760 1.655 0.653 0.0 0.4 -1.2 0.0000
H 4.818 2.833 -0.346 0.3 -0.8 0.0 0.0000
H 6.238 2.080 -1.088 -0.4 -0.4 0.5 0.0000
```
Positions in Å, forces in eV/Å.

=====

4.
Here is a cluster of 3 separate species, C17H42BF4IN3O6P in total at a distorted geometry from the Open Molecules 2025 dataset. Energies are from ωB97M-V/def2-TZVPD.

Output
- SMILES = CC[C@@H](I)P(CB(O)O)(CC(N)(N)N)([C@@H](C)F)C(F)(F)F.COCCOC.COCCOC
- LUMO level (eV) = 0.3
- max |F| (eV/A) = 2.22
- highest occupied orbital energy (eV) = -8.566

XYZ file:
```
75
Properties=species:S:1:pos:R:3:forces:R:3:lowdin_charge:R:1
C -5.046 -0.163 1.770 0.4 -0.1 -1.0 -0.1291
C -3.620 -0.537 1.246 -1.2 1.1 1.2 -0.3983
C -2.615 0.560 1.653 0.0 -1.2 -0.4 -0.7514
I -2.366 0.207 3.799 0.0 0.3 -0.2 0.9003
P -0.937 0.659 0.607 -0.9 -0.6 1.4 0.9542
C -0.279 1.852 1.866 0.7 1.2 -0.8 -0.1896
B 0.650 3.062 1.451 0.4 0.1 -0.2 -0.7199
O 2.021 2.961 1.454 0.0 -0.6 -0.5 0.1397
O 0.104 4.294 1.145 -0.6 -0.3 -0.7 0.1419
C -0.600 -1.151 0.869 0.2 -0.3 -0.3 -0.1767
C -1.104 -2.190 -0.158 -0.2 -1.7 -1.4 -0.6437
N 0.020 -2.974 -0.718 0.2 0.3 0.9 0.0788
N -1.902 -1.630 -1.251 -0.3 0.6 0.0 0.0808
N -1.929 -3.208 0.510 0.0 0.5 0.5 0.0753
C -1.995 1.416 -0.749 0.2 0.9 -0.5 -0.4174
C -1.985 2.938 -0.740 -0.4 -0.3 0.0 -0.0430
F -1.668 1.030 -2.038 0.4 -0.1 -0.2 -0.0405
C 0.679 0.756 -0.471 -0.9 -0.3 -0.9 -0.6955
F 1.778 0.594 0.228 1.2 -0.2 1.0 0.1313
F 0.817 1.906 -1.159 0.2 1.0 -0.1 0.0978
F 0.722 -0.208 -1.418 -0.1 -0.5 -0.5 0.0845
H -5.524 -0.992 2.269 -0.1 -0.1 0.4 0.0659
H -5.671 0.081 0.919 -0.3 0.1 -0.2 0.0630
H -5.028 0.724 2.379 0.0 0.1 0.6 0.0376
H -3.732 -0.643 0.179 0.6 -0.3 -0.3 0.0759
H -3.360 -1.445 1.761 0.4 -0.6 -0.4 0.0424
H -3.123 1.505 1.517 0.0 0.5 0.4 0.0405
H 0.244 1.343 2.658 -0.1 -0.6 0.3 0.0715
H -1.145 2.367 2.239 -0.5 -0.2 0.5 0.0409
H 2.369 3.245 0.597 0.4 0.2 0.4 0.1159
H 0.424 4.599 0.285 0.1 0.4 0.4 0.1114
H -0.988 -1.495 1.809 -0.5 0.3 0.5 0.0411
H 0.459 -1.339 0.980 0.5 0.4 0.0 0.0866
H 0.914 -2.531 -0.571 0.0 0.0 -0.3 0.0599
H -0.147 -3.182 -1.689 0.1 0.0 -0.1 0.0686
H -1.345 -1.333 -2.042 0.2 0.3 0.2 0.0706
H -2.549 -2.311 -1.624 0.0 -0.3 0.2 0.0771
H -2.914 -3.062 0.349 -0.1 -0.1 0.0 0.0573
H -1.620 -4.124 0.229 -0.1 0.0 -0.1 0.0623
H -3.032 1.168 -0.630 -0.3 -0.8 0.4 0.1008
H -2.119 3.322 0.261 0.3 0.3 0.2 0.0771
H -1.123 3.336 -1.248 0.4 0.1 0.2 0.0758
H -2.857 3.241 -1.300 -0.3 0.2 -0.3 0.0861
C 4.070 4.170 3.568 0.1 -0.1 0.1 -0.1109
O 5.404 4.470 3.953 -0.1 0.1 -0.1 -0.1887
C 6.337 4.287 2.902 0.1 0.0 0.3 -0.2074
C 6.725 5.602 2.262 0.0 -0.1 -0.3 -0.2066
O 5.631 6.201 1.583 0.0 0.0 0.1 -0.1927
C 5.021 7.246 2.321 0.0 0.0 -0.1 -0.1119
H 3.406 4.546 4.346 0.1 0.0 0.0 0.0928
H 3.804 4.643 2.623 0.0 0.0 0.0 0.0732
H 3.935 3.088 3.483 -0.1 0.0 -0.1 0.0865
H 5.940 3.600 2.148 0.0 0.0 0.0 0.1260
H 7.231 3.830 3.338 0.0 0.0 -0.1 0.1250
H 7.504 5.415 1.516 0.0 0.0 0.0 0.1241
H 7.135 6.285 3.013 0.0 0.0 0.0 0.1255
H 5.656 8.139 2.313 0.0 0.0 0.1 0.0878
H 4.824 6.948 3.354 0.0 0.0 0.0 0.0843
H 4.074 7.483 1.839 0.0 0.0 -0.1 0.0873
C 0.237 -6.889 -3.921 0.0 -0.1 0.0 -0.1079
O -1.031 -7.516 -3.999 0.0 0.2 0.0 -0.1887
C -1.886 -7.188 -2.914 -0.1 -0.2 -0.2 -0.2054
C -2.911 -6.146 -3.305 0.0 0.2 0.3 -0.2045
O -2.305 -4.894 -3.593 0.1 0.0 -0.1 -0.2095
C -2.179 -4.644 -4.984 0.0 0.1 0.0 -0.1074
H 0.729 -7.014 -4.884 0.0 -0.1 0.0 0.0894
H 0.149 -5.822 -3.706 0.0 0.0 0.0 0.0788
H 0.851 -7.366 -3.149 0.0 0.1 0.0 0.0898
H -1.303 -6.846 -2.053 0.0 0.1 0.0 0.1244
H -2.409 -8.105 -2.626 0.0 0.0 0.0 0.1264
H -3.591 -5.990 -2.461 0.0 0.0 0.0 0.1240
H -3.505 -6.492 -4.155 0.0 0.0 0.0 0.1267
H -3.153 -4.394 -5.416 0.0 0.0 -0.1 0.0890
H -1.756 -5.503 -5.509 0.0 0.0 0.0 0.0852
H -1.510 -3.793 -5.109 0.0 0.0 0.0 0.0879
```
Positions in Å, forces in eV/Å.